{"formula": "C6H8", "method": "ωB97M-V with the def2-TZVPD basis set", "symbols": ["C", "C", "C", "C", "C", "C", "H", "H", "H", "H", "H", "H", "H", "H"], "coordinates": [[-1.3928, 0.4428, 0.1047], [-0.2413, 0.4525, -0.8240], [1.1033, 0.8136, -0.2848], [1.2782, -0.2719, 0.7557], [0.4791, -1.3371, 0.5179], [-0.6343, -0.9410, -0.3775], [-1.4398, 0.5249, 1.1834], [-2.2383, 0.9847, -0.3518], [-0.5241, 0.6880, -1.8379], [1.1110, 1.7778, 0.2220], [1.8514, 0.8586, -1.0925], [1.2746, 0.0065, 1.7990], [0.6084, -2.2932, 1.0331], [-1.2354, -1.7061, -0.8474]], "forces_ev_per_angstrom": [[-0.1, -0.9, -0.1], [0.0, 0.4, -0.4], [-0.1, 0.2, 0.1], [-0.8, 0.1, 0.1], [-0.6, 0.3, 0.2], [-0.7, 0.2, -0.1], [0.9, 0.4, 0.0], [-0.2, -1.5, 0.0], [0.1, 0.4, -0.1], [-0.1, 0.2, -0.3], [0.1, -0.3, 0.5], [2.1, -0.2, 0.5], [-0.7, 0.4, 0.2], [0.1, 0.3, -0.7]], "smiles": "C1=C[C@H]2C[C@H]2C1", "spin_multiplicity": 1, "charge": 0, "total_energy_ev": -6348.363, "homo_ev": -8.097, "e_above_lowest_ev": 2.4208, "largest_force_ev_per_a": 2.13}

---

{"formula": "C6H8", "method": "ωB97M-V with the def2-TZVPD basis set", "symbols": ["C", "C", "C", "C", "C", "C", "H", "H", "H", "H", "H", "H", "H", "H"], "coordinates": [[1.0651, -1.6185, -0.4056], [1.3738, -0.7823, 0.5406], [1.3511, 0.3089, 1.2642], [-0.5630, 1.2205, -0.2373], [-1.6582, 0.2430, 0.0379], [-0.8859, 0.4525, -1.2277], [1.4699, -2.5958, -0.6323], [0.6896, 0.4099, 2.1205], [1.9938, 1.1511, 1.0238], [-0.1058, 2.1376, 0.0859], [-2.6798, 0.6219, 0.0892], [-1.4776, -0.6371, 0.6689], [0.2679, -1.2002, -1.0393], [-0.8409, 0.2884, -2.2887]], "forces_ev_per_angstrom": [[0.1, 0.1, 0.2], [-0.2, 0.1, -0.1], [0.3, -0.3, 0.2], [-0.4, 0.3, -0.5], [-0.4, -0.1, 0.2], [-0.2, 0.6, -0.1], [0.1, 0.1, 0.2], [0.2, -0.1, 0.0], [0.1, -0.2, 0.1], [0.0, -0.1, 0.0], [0.0, -0.1, 0.1], [0.1, 0.2, -0.2], [0.2, -0.4, -0.1], [0.0, -0.1, 0.0]], "smiles": "C1=CC1.C=C=C", "spin_multiplicity": 1, "charge": 0, "total_energy_ev": -6346.420, "homo_ev": -9.007, "e_above_lowest_ev": 4.3638, "largest_force_ev_per_a": 0.67}